ORCA calculation (ωB97M-V/def2-TZVPD) on C38H32Cl3FeO2P2 as an isolated structure in a non-equilibrium geometry.

For the relative energy (zero: lowest compared OMol25 entry of this formula, charge and spin), the calculation gives 0.0 kJ/mol. The spin multiplicity is 6. The LUMO energy (alpha / beta) is -5.703 / -9.765 eV. As for the total charge: +2. Its expectation value of S² is 8.78. For the HOMO energy (alpha / beta), the calculation gives -14.10 / -14.39 eV. The total energy is -4944.0830 Eh. Its largest force on an atom is 2.569 eV/Å. The value obtained for the frontier orbital gap (alpha / beta) is 8.4 / 4.6 eV.

Last column: Löwdin charge in e.
Cartesian coordinates (Å):
1 C 0.573 -1.240 -2.236  -0.105
2 C -0.461 -1.670 -1.372  -0.365
3 C -1.790 -1.800 -1.838  -0.048
4 C -2.044 -1.507 -3.171  -0.045
5 C -1.009 -1.178 -4.050  -0.033
6 C 0.296 -1.055 -3.583  -0.084
7 P 0.012 -2.205 0.318  1.083
8 C -1.289 -3.311 0.845  -0.360
9 C -2.360 -2.817 1.614  -0.084
10 C -3.449 -3.648 1.893  -0.043
11 C -3.430 -4.985 1.477  -0.035
12 C -2.352 -5.477 0.734  -0.043
13 C -1.295 -4.637 0.385  -0.056
14 Fe -0.097 0.030 0.635  0.694
15 P 0.094 2.217 0.144  1.045
16 C -1.299 2.051 -1.021  -0.357
17 C -1.106 2.329 -2.387  -0.103
18 C -2.163 2.239 -3.294  -0.042
19 C -3.452 1.950 -2.826  -0.029
20 C -3.653 1.681 -1.463  -0.045
21 C -2.583 1.692 -0.570  -0.094
22 C -0.215 3.486 1.366  -0.340
23 C 0.592 3.490 2.522  -0.077
24 C 0.440 4.497 3.468  -0.042
25 C -0.546 5.479 3.292  -0.028
26 C -1.375 5.452 2.164  -0.047
27 C -1.221 4.454 1.201  -0.065
28 C 1.717 2.448 -0.597  -0.372
29 C 2.735 1.475 -0.453  -0.096
30 C 3.944 1.654 -1.135  -0.051
31 C 4.135 2.773 -1.959  -0.036
32 C 3.150 3.764 -2.036  -0.047
33 C 1.959 3.630 -1.319  -0.084
34 C 1.638 -2.976 0.310  -0.342
35 C 2.161 -3.647 -0.816  -0.085
36 C 3.470 -4.145 -0.791  -0.052
37 C 4.238 -4.081 0.376  -0.037
38 C 3.689 -3.500 1.529  -0.040
39 C 2.438 -2.892 1.467  -0.071
40 H 1.330 2.701 2.662  0.106
41 H 1.094 4.516 4.343  0.122
42 H -0.680 6.255 4.048  0.125
43 H -2.149 6.216 2.037  0.123
44 H -1.869 4.425 0.321  0.112
45 H -0.125 2.620 -2.724  0.024
46 H -1.983 2.396 -4.366  0.128
47 H -4.293 1.941 -3.521  0.126
48 H -4.659 1.461 -1.104  0.124
49 H -2.708 1.425 0.485  0.119
50 H 2.575 0.607 0.203  0.092
51 H 4.743 0.918 -1.024  0.120
52 H 5.054 2.875 -2.537  0.124
53 H 3.301 4.649 -2.661  0.125
54 H 1.217 4.440 -1.313  0.128
55 H 1.555 -3.760 -1.718  0.112
56 H 3.900 -4.591 -1.694  0.121
57 H 5.254 -4.475 0.398  0.122
58 H 4.236 -3.513 2.476  0.125
59 H 2.052 -2.354 2.335  0.086
60 H -2.325 -1.790 1.986  0.099
61 H -4.300 -3.246 2.448  0.121
62 H -4.258 -5.643 1.738  0.122
63 H -2.336 -6.526 0.422  0.125
64 H -0.475 -4.998 -0.245  0.117
65 H -2.605 -2.107 -1.172  0.123
66 H -3.063 -1.535 -3.558  0.126
67 H -1.204 -0.990 -5.110  0.131
68 H 1.065 -0.788 -4.331  0.124
69 H 1.547 -1.033 -1.765  0.109
70 H 0.807 1.730 -3.947  0.103
71 H 1.185 1.444 -3.335  0.080
72 Cl -0.510 -1.660 6.174  0.650
73 C -0.428 -0.288 5.064  -1.534
74 Cl -1.984 0.512 4.979  0.631
75 Cl 0.879 0.815 5.523  0.628
76 C -0.051 -0.796 3.576  -0.731
77 O 0.336 -1.957 3.459  -0.007
78 O -0.213 0.081 2.629  -0.218

Forces on atoms 1 to 3 (eV/Å):
-0.076 0.352 0.334
0.173 -0.446 0.192
0.019 0.320 -0.098